Entry 1:
{"formula": "C43H52BHgN9O3S3", "method": "ωB97M-V/def2-TZVPD", "elements": ["Hg", "C", "C", "C", "C", "N", "N", "B", "N", "N", "C", "C", "C", "C", "C", "S", "C", "C", "C", "C", "N", "N", "C", "C", "C", "C", "C", "S", "C", "C", "C", "C", "C", "S", "C", "C", "C", "C", "H", "H", "H", "H", "H", "H", "H", "H", "H", "H", "H", "H", "H", "H", "H", "H", "H", "H", "H", "H", "H", "H", "H", "H", "H", "H", "H", "H", "H", "H", "H", "H", "H", "H", "H", "H", "H", "H", "H", "O", "C", "C", "C", "C", "C", "C", "C", "O", "N", "N", "C", "C", "C", "C", "C", "C", "C", "O", "H", "H", "H", "H", "H", "H", "H", "H", "H", "H", "C", "C", "N", "H", "H", "H"], "positions_angstrom": [[-0.529, 0.443, 2.842], [4.121, -1.434, 2.476], [3.159, -1.812, 1.400], [3.165, -3.018, 0.798], [2.209, -3.336, -0.216], [1.246, -2.524, -0.498], [1.227, -1.321, 0.113], [0.142, -0.428, -0.397], [0.569, 0.695, -1.277], [1.711, 0.416, -1.941], [2.160, 1.265, -2.794], [1.478, 2.501, -3.037], [0.371, 2.822, -2.342], [-0.343, 4.121, -2.529], [-0.139, 1.867, -1.369], [-1.452, 2.178, -0.394], [3.410, 0.871, -3.577], [2.993, 0.641, -5.038], [4.450, 1.996, -3.499], [4.013, -0.417, -3.017], [-1.173, -0.982, -0.616], [-1.534, -0.894, -1.943], [-2.742, -1.235, -2.278], [-3.695, -1.654, -1.324], [-3.319, -1.772, 0.004], [-4.314, -2.185, 1.051], [-2.008, -1.466, 0.362], [-1.406, -1.697, 1.965], [-3.057, -1.233, -3.773], [-3.293, -2.688, -4.205], [-1.896, -0.657, -4.581], [-4.319, -0.403, -4.036], [2.173, -0.848, 0.967], [2.149, 0.755, 1.440], [2.306, -4.629, -1.013], [3.718, -4.726, -1.605], [2.036, -5.820, -0.087], [1.290, -4.635, -2.157], [4.671, -2.308, 2.827], [3.590, -0.970, 3.304], [4.826, -0.685, 2.107], [3.888, -3.766, 1.108], [1.867, 3.198, -3.772], [0.196, 4.761, -3.230], [-0.455, 4.628, -1.570], [-1.356, 3.944, -2.896], [2.594, 1.555, -5.489], [2.218, -0.128, -5.094], [3.852, 0.313, -5.631], [4.087, 2.919, -3.958], [5.363, 1.698, -4.022], [4.703, 2.213, -2.457], [3.296, -1.239, -3.072], [4.292, -0.296, -1.967], [4.904, -0.682, -3.595], [-4.718, -1.859, -1.613], [-5.299, -2.328, 0.604], [-4.376, -1.416, 1.825], [-4.006, -3.109, 1.544], [-2.405, -3.294, -4.008], [-3.515, -2.730, -5.276], [-4.134, -3.130, -3.664], [-0.975, -1.212, -4.396], [-1.708, 0.385, -4.308], [-2.137, -0.707, -5.647], [-5.184, -0.802, -3.500], [-4.555, -0.411, -5.104], [-4.173, 0.633, -3.719], [4.482, -4.849, -0.831], [3.956, -3.821, -2.173], [3.780, -5.581, -2.283], [2.727, -5.837, 0.760], [2.140, -6.761, -0.635], [1.019, -5.763, 0.310], [1.453, -3.789, -2.829], [0.269, -4.555, -1.779], [1.391, -5.564, -2.723], [-4.784, 2.606, 1.708], [-4.258, 3.836, 1.572], [-5.055, 4.825, 0.990], [-4.561, 6.104, 0.813], [-3.262, 6.419, 1.204], [-2.477, 5.443, 1.796], [-2.954, 4.150, 2.005], [-2.100, 3.098, 2.659], [-2.563, 1.900, 2.686], [-0.952, 3.507, 3.154], [-0.178, 2.462, 3.642], [0.738, 2.762, 4.476], [1.691, 1.879, 5.152], [2.683, 2.552, 5.886], [3.662, 1.905, 6.609], [3.637, 0.505, 6.640], [2.672, -0.195, 5.957], [1.669, 0.441, 5.163], [0.821, -0.299, 4.542], [-4.037, 2.052, 2.086], [-6.061, 4.560, 0.685], [-5.198, 6.865, 0.372], [-2.871, 7.416, 1.050], [-1.469, 5.660, 2.127], [0.806, 3.820, 4.727], [2.668, 3.638, 5.865], [4.418, 2.464, 7.143], [4.390, -0.036, 7.205], [2.637, -1.278, 5.994], [-3.856, -1.424, 4.706], [-2.886, -0.423, 5.159], [-2.132, 0.393, 5.452], [-3.370, -2.091, 3.993], [-4.688, -0.929, 4.209], [-4.225, -1.998, 5.552]], "forces_ev_per_a": [[-0.2, -0.2, -0.3], [0.1, 0.0, -0.1], [0.0, 0.3, 0.1], [-0.1, -0.3, 0.0], [0.1, -0.1, 0.0], [-0.1, 0.2, 0.0], [0.0, 0.3, 0.4], [-0.1, -0.2, -0.5], [0.0, 0.1, 0.1], [-0.1, -0.2, 0.1], [0.2, 0.1, -0.3], [0.3, 0.0, -0.1], [-0.2, 0.0, 0.1], [0.0, -0.1, 0.0], [0.0, 0.0, 0.1], [0.3, -0.2, -0.2], [-0.1, 0.1, 0.0], [0.0, 0.0, 0.0], [0.0, 0.0, 0.0], [0.0, 0.0, 0.0], [0.3, 0.2, -0.2], [0.0, 0.1, 0.0], [-0.1, 0.0, 0.1], [-0.1, 0.0, -0.2], [0.1, 0.1, 0.3], [0.1, 0.0, 0.0], [-0.5, -0.1, -0.1], [0.4, 0.1, 0.2], [0.0, 0.0, 0.1], [0.0, 0.0, 0.0], [0.0, 0.1, 0.0], [0.0, 0.0, 0.0], [0.1, -0.2, -0.2], [-0.1, -0.1, 0.2], [-0.1, 0.0, 0.0], [0.1, 0.0, 0.0], [0.0, 0.0, 0.1], [0.0, 0.1, 0.0], [0.0, 0.0, 0.0], [-0.1, 0.0, 0.1], [0.0, 0.0, 0.0], [0.0, 0.0, -0.1], [0.0, 0.0, 0.0], [0.0, 0.0, 0.0], [0.0, 0.0, 0.0], [0.0, 0.0, 0.0], [0.0, -0.1, 0.0], [0.1, 0.0, 0.0], [-0.1, 0.0, 0.0], [0.0, -0.1, 0.0], [-0.1, 0.0, 0.0], [0.0, 0.0, -0.1], [0.1, 0.0, 0.0], [0.0, 0.0, -0.1], [0.0, 0.0, 0.0], [0.1, 0.0, 0.0], [0.0, 0.0, 0.0], [0.0, 0.0, -0.1], [0.0, 0.0, 0.0], [0.0, 0.0, 0.0], [0.0, 0.0, 0.1], [0.0, 0.0, 0.0], [0.0, 0.0, 0.0], [0.0, -0.1, 0.0], [0.0, 0.0, 0.1], [0.0, 0.0, 0.0], [0.0, 0.0, 0.1], [0.0, -0.1, 0.0], [-0.1, 0.0, -0.1], [0.0, -0.1, 0.0], [0.0, 0.0, 0.1], [0.0, 0.0, -0.1], [0.0, 0.0, 0.0], [0.0, 0.0, 0.0], [0.0, -0.1, 0.0], [0.1, 0.0, 0.0], [0.0, 0.0, 0.0], [0.1, -0.1, 0.0], [0.1, 0.0, 0.1], [0.0, 0.1, 0.0], [0.0, 0.0, 0.0], [0.0, 0.0, 0.0], [-0.1, 0.0, 0.1], [0.0, -0.1, 0.0], [-0.2, 0.0, 0.1], [0.1, 0.2, -0.1], [0.1, -0.2, -0.1], [-0.4, 0.0, -0.3], [0.3, -0.2, 0.3], [-0.1, 0.1, -0.1], [0.0, 0.0, -0.1], [-0.1, 0.0, 0.0], [0.0, 0.0, -0.1], [0.0, 0.0, 0.0], [-0.2, 0.0, 0.0], [0.2, 0.1, 0.1], [0.0, 0.1, 0.0], [0.0, 0.0, 0.0], [0.0, 0.0, 0.0], [0.0, 0.0, 0.0], [0.0, 0.0, 0.0], [0.1, 0.1, 0.1], [0.0, 0.0, 0.0], [0.0, 0.0, 0.0], [0.0, 0.0, 0.0], [0.0, 0.0, 0.0], [0.2, 0.1, 0.1], [-0.1, 0.1, -0.2], [-0.2, -0.2, 0.2], [0.0, 0.1, 0.0], [0.0, 0.0, 0.0], [0.0, 0.0, 0.0]], "lowdin_charge": [0.941, -0.053, -0.237, 0.049, -0.221, 0.200, 0.000, -0.611, 0.002, 0.181, -0.222, 0.043, -0.252, -0.073, -0.646, 0.818, -0.549, -0.044, -0.049, -0.063, 0.009, 0.176, -0.235, 0.019, -0.270, -0.069, -0.612, 0.667, -0.548, -0.048, -0.065, -0.047, -0.660, 0.741, -0.553, -0.047, -0.043, -0.061, 0.081, 0.063, 0.086, 0.119, 0.115, 0.076, 0.074, 0.081, 0.079, 0.087, 0.083, 0.073, 0.083, 0.094, 0.071, 0.087, 0.083, 0.106, 0.076, 0.064, 0.074, 0.086, 0.081, 0.077, 0.075, 0.082, 0.081, 0.073, 0.082, 0.093, 0.077, 0.083, 0.084, 0.078, 0.084, 0.092, 0.081, 0.082, 0.082, 0.031, -0.287, -0.031, -0.112, -0.115, -0.046, -0.110, -0.518, -0.189, 0.054, -0.115, -0.099, -0.147, -0.082, -0.135, -0.121, -0.053, -0.415, -0.227, 0.060, 0.108, 0.091, 0.086, 0.101, 0.117, 0.099, 0.081, 0.090, 0.103, -0.079, -0.279, 0.156, 0.030, 0.079, 0.075], "homo_ev": [-3.527, -4.225], "multiplicity": 2, "total_charge": -1, "energy_ha": -3761.256719, "fmax_ev_per_a": 0.56, "s_squared": 0.7736, "orbital_gap_ev": [5.4, 5.9], "relative_energy_kj_mol": 0.0}



Entry 2:
{"formula": "C34H32N2O6S2", "method": "ωB97M-V/def2-TZVPD", "elements": ["C", "C", "C", "C", "S", "C", "S", "C", "C", "C", "C", "C", "C", "O", "O", "O", "O", "C", "C", "H", "H", "H", "H", "H", "H", "H", "H", "H", "H", "H", "C", "O", "C", "C", "C", "C", "C", "C", "N", "C", "C", "C", "C", "C", "C", "N", "C", "C", "C", "C", "C", "O", "C", "C", "C", "H", "H", "H", "H", "H", "H", "H", "H", "H", "H", "H", "H", "H", "H", "H", "H", "H", "H", "H", "H", "H"], "positions_angstrom": [[-4.974, -0.827, 4.219], [-4.639, 0.449, 4.668], [-3.301, 0.783, 4.862], [-2.317, -0.143, 4.510], [-0.578, 0.372, 4.687], [0.035, 0.881, 3.165], [1.734, 1.319, 3.192], [2.685, 0.004, 3.995], [2.908, -0.019, 5.370], [3.648, -1.061, 5.935], [4.164, -2.087, 5.134], [3.949, -2.044, 3.752], [3.238, -0.986, 3.182], [2.136, 1.120, 1.798], [1.991, 2.566, 3.881], [-0.541, 1.536, 5.559], [0.102, -0.844, 5.115], [-2.652, -1.466, 4.185], [-3.994, -1.794, 3.996], [-6.014, -1.073, 4.039], [-5.400, 1.199, 4.874], [-3.004, 1.741, 5.295], [-0.285, 0.427, 2.236], [2.463, 0.745, 6.003], [3.821, -1.062, 7.011], [4.764, -2.890, 5.580], [4.353, -2.830, 3.112], [3.065, -0.971, 2.108], [-1.863, -2.215, 4.099], [-4.260, -2.799, 3.663], [3.529, 2.823, -7.124], [2.285, 2.423, -6.482], [2.200, 2.577, -5.131], [1.030, 2.087, -4.486], [0.956, 2.142, -3.110], [1.981, 2.763, -2.359], [3.121, 3.270, -2.967], [3.238, 3.165, -4.349], [1.589, 2.802, -1.022], [2.287, 3.529, 0.024], [0.370, 2.169, -0.885], [-0.084, 1.758, -2.156], [-1.326, 1.265, -2.574], [-2.451, 0.856, -1.846], [-2.451, 0.256, -0.574], [-3.751, 0.024, -0.207], [-4.170, -0.530, 1.055], [-4.623, 0.445, -1.209], [-3.860, 0.958, -2.281], [-4.543, 1.483, -3.379], [-5.970, 1.582, -3.337], [-6.764, 2.232, -4.235], [-6.191, 2.858, -5.389], [-6.685, 1.014, -2.251], [-6.012, 0.421, -1.201], [3.441, 2.564, -8.182], [3.695, 3.905, -7.016], [4.375, 2.280, -6.682], [0.240, 1.652, -5.088], [3.890, 3.741, -2.364], [4.143, 3.553, -4.807], [3.316, 3.766, -0.282], [1.758, 4.450, 0.315], [2.283, 2.894, 0.907], [-0.196, 2.077, 0.037], [-1.440, 1.256, -3.658], [-1.561, -0.002, 0.002], [-5.258, -0.528, 1.104], [-3.816, -1.553, 1.195], [-3.770, 0.033, 1.899], [-4.017, 1.852, -4.256], [-7.025, 3.321, -5.920], [-5.464, 3.613, -5.079], [-5.711, 2.101, -6.016], [-7.765, 1.083, -2.244], [-6.531, -0.069, -0.387]], "forces_ev_per_a": [[-0.1, 0.1, -0.1], [0.2, -0.1, 0.1], [0.1, 0.0, -0.4], [0.2, 0.1, 0.3], [0.5, 0.0, -0.3], [0.5, 0.6, 0.2], [-1.5, -1.3, 0.0], [0.5, 0.1, 0.2], [0.0, -0.2, -0.1], [0.0, 0.0, -0.2], [0.0, 0.3, -0.1], [0.1, 0.1, 0.3], [-0.3, -0.4, 0.2], [0.0, 0.9, -0.4], [0.2, -0.6, -0.4], [-0.2, -0.7, 0.2], [-0.6, 0.1, 0.4], [0.2, 0.4, -0.2], [0.2, 0.1, 0.2], [0.0, 0.0, 0.1], [0.0, -0.3, 0.0], [0.0, -0.2, -0.4], [0.2, -0.5, 0.3], [0.1, -0.1, -0.1], [-0.1, -0.1, -0.3], [-0.4, 0.3, -0.2], [-0.1, 0.2, 0.1], [0.1, 0.1, 0.3], [-0.2, 0.3, -0.1], [0.0, 0.3, 0.2], [-0.5, -0.1, 0.5], [0.6, 0.3, -0.1], [0.1, 0.0, 0.9], [1.1, 0.2, -0.9], [0.4, 0.5, 0.5], [-0.4, -0.2, -0.8], [-0.3, -0.1, 0.2], [-0.5, -0.3, -0.3], [-2.3, -1.1, 0.4], [0.0, 0.3, 0.7], [1.6, 1.0, -0.3], [-0.5, -0.4, -0.8], [0.7, 0.4, 0.2], [-0.5, -0.2, -0.1], [-1.5, 0.5, -0.4], [1.8, 0.1, -0.2], [0.0, -0.4, 0.6], [0.7, 0.2, -0.3], [-0.1, -0.5, 0.8], [-1.4, 0.6, -0.6], [1.1, -0.2, 0.5], [0.2, -0.2, -0.1], [0.0, -0.4, 0.6], [0.5, 0.1, -0.1], [0.0, 0.0, -0.1], [-0.1, 0.0, 0.3], [-0.1, -0.3, -0.1], [-0.2, 0.1, -0.1], [0.1, 0.0, 0.0], [0.0, 0.0, -0.2], [-0.3, -0.1, 0.0], [-0.5, -0.2, 0.1], [0.1, -0.2, -0.5], [0.3, -0.1, 0.0], [0.6, 0.3, 0.1], [-0.1, 0.2, 0.1], [-0.6, -0.1, 0.1], [0.2, 0.0, 0.1], [-0.1, 0.0, -0.3], [-0.1, 0.2, -0.1], [0.0, 0.1, 0.2], [0.2, -0.1, 0.1], [0.0, 0.0, -0.1], [0.0, 0.1, -0.1], [0.1, 0.0, -0.1], [-0.2, 0.2, -0.1]], "lowdin_charge": [-0.115, -0.082, -0.057, -0.260, 0.602, -0.399, 0.618, -0.276, -0.070, -0.077, -0.089, -0.087, -0.068, -0.416, -0.322, -0.347, -0.349, -0.061, -0.114, 0.102, 0.105, 0.117, 0.005, 0.118, 0.103, 0.100, 0.098, 0.102, 0.117, 0.109, -0.056, -0.090, -0.247, 0.064, -0.113, -0.161, 0.009, -0.009, -0.027, 0.015, 0.096, -0.123, 0.090, -0.136, 0.062, -0.061, 0.000, -0.168, -0.095, 0.053, -0.248, -0.097, -0.062, 0.008, 0.003, 0.092, 0.094, 0.095, 0.120, 0.111, 0.102, 0.096, 0.113, 0.052, 0.144, 0.126, 0.147, 0.085, 0.103, 0.090, 0.106, 0.095, 0.093, 0.094, 0.121, 0.108], "homo_ev": -6.722, "multiplicity": 1, "energy_ha": -2671.977515, "fmax_ev_per_a": 2.60, "orbital_gap_ev": 4.7, "relative_energy_kj_mol": 0.0}



Entry 3:
{"formula": "C3H5NO2", "method": "ωB97M-V/def2-TZVPD", "elements": ["H", "N", "C", "O", "C", "C", "O", "H", "H", "H", "H"], "positions_angstrom": [[2.211, 1.268, 0.368], [1.343, 0.739, 0.371], [1.306, -0.021, -0.637], [0.263, -0.816, -0.917], [-0.767, -0.842, 0.068], [-1.320, 0.529, 0.427], [-1.815, 0.747, 1.502], [2.077, -0.125, -1.402], [-0.424, -1.320, 0.990], [-1.562, -1.443, -0.386], [-1.311, 1.285, -0.385]], "forces_ev_per_a": [[-0.1, 0.0, 0.1], [0.1, -0.2, -0.3], [0.1, 0.2, 0.1], [0.0, 0.1, 0.0], [-0.1, 0.0, 0.2], [-0.2, 0.0, 0.2], [0.1, -0.1, -0.4], [-0.1, 0.0, 0.0], [0.0, 0.0, -0.1], [0.1, 0.1, 0.1], [0.0, -0.1, 0.1]], "lowdin_charge": [0.064, 0.132, -0.307, -0.064, -0.147, -0.271, 0.056, 0.135, 0.135, 0.137, 0.130], "homo_ev": -9.808, "multiplicity": 1, "energy_ha": -322.515465, "smiles": "[H]/N=C/OCC=O", "fmax_ev_per_a": 0.45, "orbital_gap_ev": 10.6, "relative_energy_kj_mol": 154.6}



Entry 4:
{"formula": "C2HF2P", "method": "ωB97M-V/def2-TZVPD", "elements": ["C", "C", "F", "F", "P", "H"], "positions_angstrom": [[-0.207, -0.734, -0.393], [0.155, 0.567, 0.167], [0.422, -1.821, -0.804], [0.996, 0.736, 1.234], [-1.724, -0.268, 0.111], [0.358, 1.519, -0.316]], "forces_ev_per_a": [[4.3, 1.1, -1.1], [0.1, -1.7, -0.4], [0.3, -0.2, 0.4], [0.0, -1.0, 0.7], [-3.4, 1.8, 1.5], [-1.3, -0.1, -1.0]], "lowdin_charge": [-0.670, -0.362, 0.042, -0.035, 0.912, 0.113], "homo_ev": [-6.863, -10.218], "multiplicity": 3, "energy_ha": -617.681351, "fmax_ev_per_a": 4.55, "s_squared": 2.0094, "orbital_gap_ev": [7.3, 7.2]}



Number 2 is which compound?
C34H32N2O6S2